# 1
{"formula": "C2H2Cl2O2S", "method": "the ωB97M-V functional and the def2-TZVPD basis", "orbital_gap_ev": [8.77, 5.78], "homo_ev": [-10.92, -9.80], "total_charge": 0, "e_tot_ev": -42076.323, "e_above_lowest_kcal_mol": 111.4, "elements": ["C", "C", "O", "O", "S", "Cl", "Cl", "H", "H"], "xyz": [[-0.364, -0.609, 0.180], [-0.223, 0.570, 0.498], [2.065, -2.858, -1.539], [3.157, -0.655, -1.205], [1.944, -1.419, -1.505], [-1.127, 1.608, 1.673], [1.604, -0.858, -3.620], [-0.524, -1.591, -0.133], [0.497, 1.144, 0.082]], "atomic_forces_ev_per_a": [[0.00, -3.32, -1.25], [-1.65, 2.99, 2.61], [-0.70, 0.60, 0.36], [-1.79, -0.52, 0.19], [2.26, 0.36, -1.09], [0.22, -0.91, -0.56], [-0.25, -0.15, 0.94], [-0.48, -0.98, 0.08], [2.40, 1.94, -1.27]], "mulliken_charge": [-0.32, -0.13, -0.39, -0.40, 0.77, -0.15, -0.18, 0.48, 0.34]}



# 2
{"formula": "C26H26N2O5", "method": "the ωB97M-V functional and the def2-TZVPD basis", "orbital_gap_ev": 8.38, "homo_ev": -8.72, "total_charge": 0, "e_tot_ev": -40603.312, "e_above_lowest_kcal_mol": 14.1, "smiles": "O=C1C[C@@H](c2ccccc2)CC(=N\\CCO)/C1=C(\\O)CCCN1C(=O)c2ccccc2C1=O", "elements": ["O", "C", "C", "C", "O", "H", "C", "H", "H", "C", "H", "C", "N", "C", "O", "C", "C", "C", "C", "C", "C", "C", "O", "H", "H", "H", "H", "H", "H", "H", "C", "N", "C", "C", "O", "H", "H", "H", "H", "H", "C", "H", "H", "C", "C", "C", "C", "C", "C", "C", "H", "H", "H", "H", "H", "C", "H", "H", "H"], "xyz": [[1.641, 3.264, -0.698], [1.918, 2.084, -0.828], [1.042, 0.988, -0.411], [-0.102, 1.244, 0.335], [-0.839, 0.284, 0.836], [-0.424, -0.607, 0.483], [-0.637, 2.618, 0.581], [0.172, 3.284, 0.876], [-1.380, 2.567, 1.379], [-1.279, 3.148, -0.718], [-1.046, 4.204, -0.839], [-2.799, 2.992, -0.729], [-3.265, 1.697, -0.280], [-4.064, 1.579, 0.855], [-4.397, 2.500, 1.556], [-4.402, 0.143, 0.959], [-5.205, -0.526, 1.858], [-5.390, -1.891, 1.664], [-4.800, -2.547, 0.596], [-3.986, -1.871, -0.309], [-3.783, -0.522, -0.103], [-2.992, 0.476, -0.868], [-2.251, 0.291, -1.806], [-3.542, -2.382, -1.150], [-4.975, -3.603, 0.459], [-6.013, -2.445, 2.351], [-5.674, -0.001, 2.676], [-3.175, 3.169, -1.742], [-3.258, 3.714, -0.047], [-0.855, 2.618, -1.571], [1.361, -0.384, -0.780], [0.580, -1.315, -0.373], [0.621, -2.691, -0.767], [-0.828, -3.171, -0.929], [-1.454, -2.627, -2.058], [-1.479, -1.658, -1.990], [-0.838, -4.254, -1.074], [-1.385, -2.929, -0.011], [1.103, -3.274, 0.026], [1.151, -2.864, -1.711], [2.561, -0.626, -1.653], [2.287, -0.429, -2.694], [2.875, -1.667, -1.570], [3.712, 0.297, -1.239], [4.137, -0.028, 0.176], [4.883, -1.182, 0.391], [5.269, -1.555, 1.664], [4.914, -0.774, 2.751], [4.180, 0.380, 2.549], [3.794, 0.752, 1.272], [3.226, 1.660, 1.143], [3.904, 1.000, 3.389], [5.214, -1.061, 3.748], [5.849, -2.455, 1.809], [5.171, -1.794, -0.454], [3.254, 1.729, -1.457], [3.140, 1.907, -2.531], [3.993, 2.447, -1.097], [4.567, 0.098, -1.897]], "atomic_forces_ev_per_a": [[0.11, 0.18, -0.10], [-0.04, -0.07, -0.07], [-0.04, -0.02, 0.02], [-0.16, 0.10, 0.31], [0.13, 0.29, 0.02], [0.22, -0.05, -0.15], [0.00, 0.04, 0.06], [-0.10, -0.10, 0.01], [0.04, -0.07, 0.03], [-0.10, -0.03, 0.03], [0.01, 0.01, -0.05], [0.22, 0.26, -0.23], [0.10, 0.30, -0.13], [-0.11, 0.17, 0.11], [-0.03, -0.11, 0.07], [0.05, -0.64, -0.23], [0.10, 0.14, -0.07], [-0.03, 0.06, 0.08], [0.05, -0.01, -0.05], [0.02, 0.11, -0.05], [-0.43, -0.09, 0.55], [-0.10, -0.05, -0.06], [0.01, 0.05, -0.15], [0.09, -0.03, -0.07], [-0.02, -0.09, -0.01], [-0.05, -0.05, 0.05], [-0.05, 0.06, 0.08], [-0.02, 0.03, 0.12], [0.02, -0.12, -0.15], [0.02, 0.11, -0.01], [-0.03, -0.05, -0.11], [-0.30, 0.26, 0.26], [-0.21, -0.45, -0.09], [0.43, -0.22, 0.17], [-0.04, 0.30, -0.34], [-0.06, -0.03, 0.02], [0.00, 0.05, 0.10], [0.08, -0.09, -0.03], [0.00, -0.06, -0.07], [-0.02, 0.00, 0.09], [0.12, -0.20, -0.05], [0.01, -0.04, -0.02], [-0.07, 0.05, -0.06], [-0.07, 0.03, -0.15], [0.14, -0.01, -0.06], [-0.03, 0.01, 0.02], [0.05, -0.10, 0.00], [0.00, 0.01, 0.10], [0.00, 0.02, 0.12], [0.04, 0.04, -0.04], [0.00, 0.09, 0.03], [-0.02, 0.05, 0.07], [0.02, -0.02, 0.08], [0.05, -0.07, 0.01], [0.03, -0.06, -0.11], [0.20, 0.03, 0.00], [0.00, 0.01, 0.02], [-0.11, 0.03, -0.01], [-0.14, 0.01, 0.07]], "mulliken_charge": [-0.66, 0.67, 0.37, 0.12, -0.66, 0.43, -1.31, 0.71, 0.57, -0.43, 0.45, -1.27, 0.30, 0.62, -0.65, -0.31, -0.54, -0.52, -0.70, -0.46, 0.88, 0.09, -0.72, 0.84, 0.44, 0.40, 0.52, 0.32, 0.44, 0.35, 0.94, -0.28, -0.80, -0.42, -0.64, 0.31, 0.46, 0.23, 0.30, 0.46, -1.64, 0.31, 0.65, 0.17, 0.17, -0.34, -0.74, -0.42, -1.00, 0.10, 0.47, 0.41, 0.39, 0.39, 0.43, -1.66, 0.51, 0.34, 0.60]}



# 3
{"formula": "C7H8N2O2S", "method": "the ωB97M-V functional and the def2-TZVPD basis", "orbital_gap_ev": 10.09, "homo_ev": -9.63, "total_charge": 0, "e_tot_ev": -25297.315, "e_above_lowest_kcal_mol": 56.9, "smiles": "C#CCNC(=O)[C@H]1CSC(=O)N1", "elements": ["O", "O", "C", "C", "S", "C", "C", "N", "N", "C", "C", "C", "H", "H", "H", "H", "H", "H", "H", "H"], "xyz": [[0.592, -3.156, 1.253], [-1.861, 1.170, -0.850], [0.078, 1.230, 3.005], [0.083, 1.853, 1.933], [1.834, -1.573, -0.511], [0.501, -2.217, 0.443], [-0.790, 0.619, -0.788], [0.346, 1.364, -0.356], [-0.714, -1.818, -0.034], [0.071, 2.450, 0.643], [0.641, -1.164, -1.839], [-0.694, -0.873, -1.105], [0.160, 0.783, 3.935], [1.196, 0.853, -0.176], [-1.562, -2.348, 0.106], [-0.855, 3.071, 0.486], [0.938, 3.137, 0.583], [1.024, -0.350, -2.420], [0.503, -1.971, -2.537], [-1.491, -1.061, -1.771]], "atomic_forces_ev_per_a": [[0.33, 2.46, -1.14], [-0.40, -0.04, -0.19], [0.11, 2.75, -4.55], [-0.38, -2.62, 5.05], [-0.01, 0.22, -0.42], [-1.04, -4.06, 1.67], [0.66, 1.19, 1.66], [-2.00, -0.23, -0.53], [-0.11, 1.09, 0.07], [0.71, 0.76, -1.46], [-0.10, 0.10, 0.30], [2.21, 0.55, -1.05], [0.00, -0.63, 1.11], [-0.04, -0.12, 0.19], [0.40, -0.05, 0.52], [0.91, -1.08, -0.36], [-0.48, -0.11, -0.07], [0.08, 0.70, -0.13], [0.12, -0.68, 0.00], [-0.98, -0.18, -0.65]], "mulliken_charge": [-0.61, -0.60, -0.12, -0.10, -0.16, 0.48, 0.34, -0.15, -0.16, -0.85, -0.92, 0.03, 0.42, 0.22, 0.28, 0.31, 0.30, 0.46, 0.42, 0.40]}